{"formula": "C33H49CaCl2CsN6O17PSV", "method": "ωB97M-V/def2-TZVPD", "elements": ["C", "C", "O", "C", "N", "C", "C", "C", "C", "O", "C", "C", "C", "C", "C", "C", "O", "O", "P", "S", "C", "N", "C", "C", "O", "C", "C", "O", "C", "C", "N", "H", "H", "H", "H", "H", "H", "H", "H", "H", "H", "H", "H", "H", "H", "H", "H", "H", "H", "H", "H", "H", "H", "H", "H", "H", "H", "H", "H", "H", "H", "H", "H", "H", "N", "C", "C", "C", "C", "H", "H", "H", "H", "H", "C", "O", "N", "C", "C", "H", "H", "H", "H", "H", "H", "H", "C", "C", "C", "O", "C", "C", "C", "O", "O", "O", "H", "H", "Cs", "Cl", "Ca", "N", "O", "O", "O", "O", "V", "O", "O", "H", "H", "Cl"], "coordinates": [[1.55565, -4.45947, 3.19719], [1.33891, -4.01823, 1.65575], [0.85010, -2.63106, 1.51754], [0.77594, -2.32833, 0.07237], [0.34391, -0.91891, -0.19075], [1.39794, 0.12093, 0.04135], [2.88446, -0.23271, 0.57549], [3.87386, -0.77191, -0.62033], [5.04938, -1.63163, 0.14337], [5.48522, -0.89014, 1.34076], [6.47579, 0.10715, 0.96562], [1.11206, 1.68817, -0.19465], [2.21615, 2.83756, 0.02674], [3.42826, 2.66680, -1.06753], [-0.36026, 2.12303, -0.67864], [-0.80695, 3.67380, -0.91064], [-1.94140, 4.13327, -0.37405], [-0.03367, 4.66232, -1.63722], [-0.16288, 6.10791, -0.62915], [1.22159, 7.41385, -0.99277], [-1.47740, 0.94246, -0.93948], [-2.81752, 1.41297, -1.40237], [-3.11159, 1.05019, -2.81584], [-4.22791, 1.98069, -3.57130], [-2.55154, 0.12486, -3.49383], [-3.93478, 1.06725, -0.46081], [-3.75537, 1.47186, 1.10657], [-5.03406, 0.48643, -0.82409], [-1.03619, -0.54477, -0.65989], [-2.15685, -1.71324, -0.87717], [-2.61038, -2.19731, 0.50468], [0.90393, -3.79626, 3.87243], [2.69048, -4.35634, 3.44939], [1.30644, -5.59492, 3.30287], [0.64272, -4.77531, 1.10657], [2.37491, -4.12984, 1.13067], [0.09349, -3.13179, -0.38151], [1.84791, -2.55753, -0.33241], [2.84637, -1.11153, 1.34320], [3.39608, 0.63869, 1.12934], [3.30006, -1.41322, -1.39000], [4.43251, 0.09682, -1.15257], [5.97198, -1.81167, -0.53224], [4.56634, -2.61942, 0.52314], [6.17803, 0.67575, -0.00669], [6.53834, 0.90777, 1.80168], [7.53303, -0.35467, 0.85350], [1.80076, 3.90813, 0.00663], [2.70969, 2.68090, 1.06136], [4.36408, 2.23926, -0.51999], [3.13420, 1.94704, -1.93603], [3.75119, 3.70075, -1.49046], [-0.12035, 5.62920, 0.74771], [-1.49151, 6.67606, -0.77971], [-4.95582, 1.36281, -4.21493], [-3.67016, 2.80578, -4.17618], [-4.80208, 2.55998, -2.73600], [-2.79525, 0.98506, 1.53904], [-4.68996, 1.19391, 1.72320], [-3.62709, 2.64435, 1.18694], [-1.68642, -2.64356, -1.40755], [-3.05889, -1.35947, -1.49391], [-2.20873, -1.58832, 1.24584], [-3.64389, -2.20124, 0.56838], [-3.69549, -0.37738, -6.17987], [-4.99634, -0.40863, -6.59005], [-5.04510, -1.06277, -7.80589], [-3.71637, -1.44261, -8.13190], [-2.90675, -1.01034, -7.11146], [-3.36270, 0.04486, -5.32284], [-5.77692, 0.03445, -5.98903], [-5.93566, -1.24706, -8.38876], [-3.39137, -1.97287, -9.01415], [-1.83976, -1.09538, -6.96586], [9.12081, 2.44775, 1.04731], [9.88947, 1.55966, 1.37320], [9.00382, 3.66142, 1.66850], [8.06340, 4.66751, 1.21947], [9.84710, 3.94958, 2.81158], [8.43539, 2.33190, 0.19148], [8.61392, 5.57126, 0.94534], [7.36992, 4.89429, 2.03383], [7.49730, 4.31680, 0.35423], [10.89533, 3.88080, 2.50911], [9.65812, 3.20740, 3.59166], [9.64134, 4.94927, 3.19840], [-6.48627, -1.46016, 3.83156], [-6.41293, -2.72857, 4.31344], [-5.11899, -3.02231, 5.06478], [-4.88105, -4.07734, 5.63817], [-4.07879, -1.97224, 5.10155], [-4.14832, -0.70540, 4.60708], [-5.48537, -0.37916, 3.94881], [-5.78197, 0.72700, 3.50336], [-3.26294, 0.18641, 4.63890], [-7.27122, -3.65064, 4.21181], [-7.37619, -1.15601, 3.29097], [-3.16790, -2.29173, 5.59526], [-8.45973, -4.70119, 2.41410], [-5.31857, -1.26610, -10.50081], [-1.20280, 2.38505, 1.39257], [-5.65489, -8.96666, 4.12702], [-6.84333, -8.61300, 4.06244], [-5.26768, -9.66840, 5.07106], [-4.85544, -8.61586, 3.24485], [0.04571, 6.52853, 6.54314], [0.28814, 5.58334, 5.09689], [0.53196, 4.63333, 3.64193], [-0.47075, -3.55424, -6.08380], [-0.89629, -2.74508, -5.77075], [-1.16366, -4.00514, -6.58429], [-0.25302, -2.30525, -2.69295]], "forces_ev_per_angstrom": [[0.41, 0.01, -0.71], [0.68, -1.18, -0.15], [0.27, -0.30, -1.11], [0.70, -2.94, 0.72], [0.38, 3.94, 0.26], [-1.41, 2.11, -0.21], [-0.27, -1.26, -0.29], [0.98, 0.09, 0.44], [-0.80, 0.14, 0.20], [0.39, 0.11, -1.96], [0.57, 0.92, 0.20], [-2.81, -1.30, -0.83], [0.83, -1.13, 0.11], [0.40, 0.13, 0.04], [1.77, -1.98, -1.87], [-2.60, 1.64, -0.05], [5.20, -3.34, -1.40], [-2.04, -2.37, 3.55], [0.66, 1.88, 0.11], [-0.70, -1.01, 0.00], [3.52, -0.27, 1.88], [0.23, -2.86, 0.60], [-0.17, -2.10, -4.37], [0.48, 0.70, 1.81], [-1.89, 4.33, 3.96], [-3.97, -2.00, -0.42], [0.32, 0.94, -0.85], [5.96, 3.24, 1.40], [-0.30, 1.21, -1.50], [-0.05, -0.88, 1.29], [0.00, 1.38, -0.18], [1.05, -1.23, -0.91], [-2.20, 0.05, -0.24], [0.22, 2.23, -0.12], [0.88, 1.55, 0.96], [-1.69, 0.41, 0.67], [0.78, 1.89, 0.37], [-2.04, 1.01, 0.25], [-0.35, 1.64, -1.33], [-1.23, -1.22, -1.08], [1.03, 1.06, 1.18], [-1.44, -1.45, 0.79], [-1.70, 0.08, 0.94], [1.10, 1.62, -0.65], [0.53, -1.05, 1.50], [-0.20, -1.50, -1.25], [-1.77, 0.68, 0.04], [0.32, -1.87, -0.07], [-1.07, 0.35, -1.55], [-1.74, 0.67, -1.04], [0.52, 1.44, 1.57], [-0.79, -1.84, 0.68], [-0.12, -0.12, -1.10], [0.89, -0.95, -0.09], [1.43, 0.96, 1.11], [-0.88, -1.72, 0.87], [0.79, -1.13, -1.64], [-2.18, -0.17, -0.46], [1.63, 0.22, -0.87], [-0.50, -2.01, -0.32], [-1.04, 2.29, 1.06], [1.74, -0.11, 0.84], [-0.71, -0.76, -0.48], [0.94, 0.23, 0.11], [-0.94, 0.18, -0.03], [0.71, 0.79, 0.72], [-0.43, -0.20, -0.29], [1.05, -0.33, 0.48], [-0.01, -0.23, -0.54], [0.08, -0.32, -0.01], [0.02, -0.09, -0.14], [0.03, -0.38, 0.42], [-0.10, 0.08, 0.21], [-0.13, 0.06, -0.09], [0.25, 0.35, 0.45], [-0.31, 0.44, 0.00], [-0.17, -0.81, -0.66], [0.20, -0.02, 0.22], [0.18, -0.27, 0.02], [-0.07, 0.12, -0.03], [-0.22, 0.06, -0.04], [-0.07, 0.15, -0.15], [0.11, -0.03, 0.08], [-0.04, 0.03, 0.19], [0.15, 0.13, 0.03], [-0.05, -0.14, -0.14], [0.09, 2.06, -0.84], [0.53, -2.05, 1.17], [1.02, -0.37, 0.68], [-0.61, 0.72, -0.66], [0.34, -2.52, 0.95], [-0.13, 3.27, -1.21], [-1.59, -0.39, -0.37], [0.85, -0.34, 0.11], [-0.56, -1.17, -0.17], [1.44, 1.91, 1.34], [-0.06, 0.06, 0.06], [0.00, 0.03, 0.06], [-1.00, -1.37, -1.49], [-0.21, 0.31, -0.80], [-0.06, 1.48, 2.78], [0.26, -0.20, 0.27], [-0.14, 0.17, -0.10], [-0.12, 0.19, -0.27], [-0.10, 0.08, -0.01], [0.44, -1.98, -3.03], [-0.26, 1.75, 2.66], [-0.80, -0.58, -0.69], [-0.29, 0.09, -0.25], [0.17, -0.25, 0.21], [0.15, 0.08, 0.09], [1.44, 0.31, -1.64]], "total_charge": 0, "orbital_gap_ev": 1.0993, "e_homo_ev": -7.1451, "energy_ev": -168576.581}



{"formula": "C33H49Cl2F3GeN7O5SSi3Sr", "method": "ωB97M-V/def2-TZVPD", "elements": ["Sr", "C", "N", "C", "C", "N", "N", "C", "N", "N", "H", "H", "H", "H", "H", "H", "H", "H", "H", "H", "H", "O", "C", "C", "O", "C", "C", "O", "C", "O", "O", "C", "Si", "C", "C", "Ge", "Si", "C", "C", "C", "Si", "C", "C", "C", "H", "H", "H", "H", "H", "H", "H", "H", "H", "H", "H", "H", "H", "H", "H", "H", "H", "H", "H", "H", "H", "H", "H", "H", "H", "H", "H", "Cl", "C", "Cl", "H", "H", "F", "C", "F", "F", "C", "C", "C", "C", "C", "C", "C", "C", "H", "H", "H", "H", "C", "C", "C", "C", "N", "C", "S", "N", "H", "H", "H", "H", "H"], "coordinates": [[-1.24173, 1.18289, -0.50158], [0.47552, -3.38371, -3.37911], [-0.94519, -3.36933, -3.09840], [-1.74146, -3.45543, -4.31335], [-1.35423, -2.52905, -2.04774], [-0.61115, -1.73126, -1.40284], [-2.68998, -2.72333, -1.71833], [-3.48881, -1.87090, -0.95229], [-4.82759, -1.94254, -1.31675], [-3.00327, -1.20129, 0.00608], [0.68006, -4.19827, -4.07515], [1.02941, -3.57701, -2.46183], [0.82550, -2.44578, -3.82944], [-1.60023, -4.43920, -4.76684], [-1.43872, -2.68991, -5.03954], [-2.80083, -3.32187, -4.11636], [0.32253, -1.62737, -1.78246], [-3.17362, -3.46547, -2.18667], [-4.97667, -2.11476, -2.29957], [-5.35073, -1.12191, -1.02942], [-3.69715, -0.57430, 0.40892], [1.53277, 5.16826, 3.05229], [0.95585, 4.26322, 2.49210], [-0.51694, 3.98416, 2.52931], [-1.35173, 4.61223, 3.15120], [-0.74036, 2.81008, 1.66633], [0.52362, 2.27640, 1.28137], [0.65482, 1.16347, 0.64179], [1.57973, 3.21812, 1.62021], [2.74275, 3.20125, 1.23977], [-1.84899, 2.31710, 1.31024], [-2.11394, -3.38918, 2.67625], [-0.30955, -3.52129, 2.08445], [0.58858, -4.53433, 3.44973], [-0.37278, -4.83977, 0.69641], [0.51876, -1.19009, 1.69785], [1.11029, -0.56098, 3.98406], [2.40748, -1.71692, 4.79673], [-0.43646, -0.69927, 5.09451], [1.82400, 1.16560, 4.32441], [2.74013, -1.39335, 0.78424], [3.93653, 0.01320, 1.17597], [2.78919, -1.62461, -1.11031], [3.55624, -3.00957, 1.41743], [-2.64363, -4.34510, 2.65341], [-2.65187, -2.68170, 2.04086], [-2.14563, -3.01293, 3.70252], [0.17594, -5.54270, 3.53707], [0.49681, -4.04686, 4.42290], [1.65435, -4.62724, 3.22523], [-0.71939, -5.79390, 1.10061], [0.62002, -5.00309, 0.26617], [-1.04896, -4.54972, -0.10722], [2.15650, -2.76802, 4.65053], [2.48372, -1.53253, 5.87122], [3.39160, -1.54612, 4.35312], [-0.86716, -1.70318, 5.04368], [-1.18952, 0.00979, 4.74486], [-0.21721, -0.47323, 6.14115], [2.49025, 1.47783, 3.51747], [2.40178, 1.18119, 5.25121], [1.03762, 1.91836, 4.40340], [3.47172, 0.97526, 0.95637], [4.84718, -0.05502, 0.57528], [4.22264, 0.02572, 2.23146], [2.11363, -0.91748, -1.60196], [2.50945, -2.64568, -1.38773], [3.79335, -1.44366, -1.50086], [3.67601, -3.00251, 2.50300], [4.54151, -3.15564, 0.96702], [2.93464, -3.87205, 1.15925], [-3.35313, 0.41888, 2.90615], [-4.07655, -0.55002, 4.19600], [-5.55433, -1.38194, 3.67472], [-4.34424, 0.10755, 5.01426], [-3.36992, -1.31110, 4.50421], [6.72095, 4.43670, -4.65861], [6.71624, 3.61593, -3.56639], [7.61418, 2.63932, -3.85862], [7.25414, 4.34217, -2.56476], [5.36300, 3.08526, -3.25648], [4.86113, 2.01961, -3.99755], [3.58031, 1.56046, -3.76577], [2.76475, 2.15744, -2.79323], [3.30708, 3.19473, -2.01926], [4.58712, 3.65726, -2.25275], [1.42047, 1.73451, -2.59406], [0.25493, 1.37807, -2.44583], [5.48757, 1.55477, -4.74899], [3.19043, 0.72764, -4.33587], [2.72102, 3.61473, -1.21440], [4.99560, 4.45786, -1.65060], [-6.99927, 5.40711, -3.34031], [-5.70557, 4.67766, -3.09852], [-4.48351, 5.23982, -3.45873], [-3.35429, 4.49858, -3.13691], [-3.40410, 3.32103, -2.54511], [-4.63702, 2.81714, -2.26848], [-4.71005, 1.26525, -1.57934], [-5.78741, 3.48742, -2.52561], [-6.88799, 6.14259, -4.13810], [-7.30628, 5.92784, -2.43078], [-7.78503, 4.69835, -3.59634], [-4.41554, 6.20006, -3.95239], [-2.36173, 4.87352, -3.37526]], "forces_ev_per_angstrom": [[-2.77, -2.05, -2.82], [-0.03, -0.08, 0.06], [-0.14, -0.15, 0.02], [0.10, 0.07, 0.01], [0.20, -0.09, -0.11], [-0.03, 0.26, 0.28], [-0.05, 0.10, -0.06], [-0.06, -0.06, 0.09], [-0.02, -0.17, 0.07], [0.17, 0.48, 0.11], [-0.01, 0.00, -0.01], [-0.02, 0.05, -0.07], [0.05, 0.01, 0.05], [-0.01, 0.02, -0.02], [-0.05, 0.00, -0.01], [-0.01, 0.03, -0.01], [-0.15, -0.04, -0.21], [0.04, -0.07, -0.02], [0.05, 0.16, -0.05], [0.01, -0.04, 0.01], [-0.16, -0.11, -0.05], [-0.03, 0.00, 0.01], [0.26, 0.27, 0.18], [-0.51, 0.06, 0.07], [0.02, 0.03, 0.02], [0.43, 0.22, 0.22], [0.13, 0.19, 0.39], [1.65, 0.09, 1.06], [0.22, -0.14, -0.41], [0.06, -0.05, 0.18], [-0.71, 0.89, 1.65], [0.20, 0.22, -0.05], [-0.52, -0.51, 0.24], [0.12, 0.48, -0.06], [0.28, 0.58, -0.18], [0.71, -0.81, 0.61], [-0.09, 0.09, 0.85], [-0.15, -0.09, -0.49], [0.10, -0.04, -0.26], [-0.13, -0.06, -0.50], [0.60, -0.31, -0.54], [-0.37, 0.03, 0.15], [-0.28, 0.12, 0.21], [-0.32, 0.17, 0.11], [0.09, -0.07, -0.01], [-0.02, 0.00, 0.00], [-0.01, 0.00, 0.00], [-0.14, 0.02, -0.12], [0.00, -0.05, 0.01], [0.01, -0.02, 0.04], [-0.02, 0.06, 0.16], [-0.03, -0.02, -0.06], [-0.01, 0.06, -0.10], [0.09, 0.02, 0.03], [-0.09, 0.14, 0.01], [0.02, 0.01, 0.02], [0.00, 0.00, 0.02], [-0.02, 0.01, -0.01], [0.10, 0.01, 0.00], [0.05, 0.05, 0.01], [-0.05, -0.15, 0.06], [-0.03, 0.00, -0.02], [-0.02, 0.09, -0.02], [-0.01, -0.16, -0.02], [0.00, -0.03, 0.01], [0.13, 0.05, -0.05], [-0.01, 0.08, 0.08], [0.06, 0.04, 0.09], [0.01, -0.02, 0.00], [0.02, 0.08, -0.06], [0.02, -0.02, -0.01], [-0.11, -0.02, 0.36], [0.16, 0.12, -0.22], [-0.15, -0.09, -0.04], [0.03, 0.01, 0.00], [0.03, 0.04, 0.00], [-0.01, -0.10, 0.13], [0.24, 0.12, -0.15], [-0.10, 0.08, 0.04], [-0.07, -0.08, -0.07], [-0.06, -0.07, 0.12], [0.10, 0.08, 0.01], [0.02, -0.02, -0.03], [0.04, 0.11, 0.09], [-0.01, -0.02, 0.00], [0.13, -0.01, -0.09], [0.08, -0.10, -0.15], [0.62, 0.10, -0.96], [-0.05, -0.02, -0.03], [-0.04, 0.02, -0.01], [-0.02, -0.01, -0.01], [-0.05, 0.00, 0.03], [0.03, -0.01, 0.00], [0.21, -0.02, -0.09], [-0.05, -0.01, 0.01], [-0.05, 0.04, -0.03], [0.00, 0.04, 0.07], [0.06, 0.31, -0.09], [0.16, -0.52, 0.26], [-0.04, 0.05, -0.02], [-0.04, 0.02, 0.01], [0.00, 0.01, 0.00], [0.01, -0.02, -0.01], [0.01, 0.00, 0.02], [0.01, -0.01, 0.04]], "total_charge": -2, "s2": 0.755, "orbital_gap_ev": [6.0688, 6.0610], "de_lowest_kj_mol": 259.2, "e_homo_ev": [-2.2782, -2.6291], "energy_ev": -180706.719, "multiplicity": 2}